1.
27
Properties=species:S:1:pos:R:3:forces:R:3:mulliken_charge:R:1 method="wB97M-V/def2-TZVPD" e_homo_ev=-9.80 smiles="CCOC1(C#N)CC1.CCOP=O" homo_lumo_gap_ha=0.376 lumo_ha=0.01575 spin_multiplicity=1 relative_energy_ev=2.016 total_charge=0
P -0.9900 -1.6530 1.2231 0.6 -0.9 -1.0 0.37
O -0.9557 -1.4681 2.6646 0.2 0.2 0.8 -0.50
O -0.6678 0.9253 0.2775 0.6 -0.1 -0.3 -0.26
O 0.3854 -2.3125 0.6359 -2.2 1.1 -1.2 -0.16
N -0.9377 4.1401 -0.4369 0.1 1.1 0.0 -0.54
C -0.3536 3.1571 -0.4575 -0.5 0.5 0.1 0.05
C -2.8852 1.4091 -0.6287 0.5 0.7 -2.3 -0.95
C 1.6339 -2.5256 1.1650 2.6 1.6 1.1 -0.02
C 1.4666 1.4351 -0.8396 0.9 2.0 -0.1 -0.66
C 2.2246 -3.7968 0.5969 1.3 1.0 0.4 -1.17
C 0.0128 1.7987 -0.5218 3.2 -0.3 -1.5 0.95
C 0.4999 1.3802 -1.9303 -1.4 -3.5 3.1 -0.72
C -1.9600 1.4234 0.5551 -1.1 -1.5 -0.2 -0.72
H -2.3214 0.6650 1.1847 -0.6 -0.4 1.7 0.38
H 0.1199 0.3872 -2.1083 -0.1 0.0 -0.9 0.21
H 2.2806 2.1620 -1.0214 -0.8 0.0 0.7 0.26
H 3.1390 -3.9378 1.1946 -0.2 -0.5 -0.2 0.35
H 2.4088 -1.6342 0.9302 -1.9 -1.6 0.4 0.15
H -2.3631 0.8117 -1.3862 -0.1 0.0 -0.1 0.26
H -1.8045 2.3663 0.9930 -0.6 1.0 1.0 0.54
H 1.8525 0.5927 -0.3509 0.1 -1.4 0.4 0.11
H -2.9972 2.4019 -1.0851 0.0 -0.2 0.2 0.31
H -3.8799 0.9734 -0.6152 0.0 -0.1 1.0 0.38
H 1.5151 -2.5393 2.2738 0.5 -0.2 -0.6 0.33
H 1.5249 -4.5851 0.7276 -0.4 -0.9 0.1 0.35
H 0.5043 2.1347 -2.5868 0.0 2.2 -2.8 0.40
H 2.5476 -3.7115 -0.4531 -0.4 0.1 0.4 0.28

2.
100
Properties=species:S:1:pos:R:3:forces:R:3:mulliken_charge:R:1 method="wB97M-V/def2-TZVPD" e_homo_ev=-5.02 homo_lumo_gap_ha=0.265 lumo_ha=0.08092 spin_multiplicity=1 total_charge=-1
I 1.6509 0.1856 -2.8661 0.1 -0.1 0.1 -0.38
Br -1.1853 2.6684 -1.9747 0.1 -0.6 0.7 -0.23
Al 1.0720 -0.7431 -0.4818 0.2 0.5 0.3 -0.48
O -4.6846 3.7304 5.4239 0.0 -0.5 0.4 -0.22
O -8.4590 3.9258 0.8902 0.3 0.5 0.2 -0.34
O 0.4042 -3.2428 -2.1701 0.7 -0.5 1.7 -0.57
O 9.1421 -7.0430 -4.3565 0.6 0.4 0.0 -0.28
O -7.8013 6.1940 -1.0359 -0.2 -0.2 0.1 -0.48
O 6.5828 -6.2169 -3.0447 0.1 0.0 0.5 -0.31
O -8.6218 3.4302 -2.0553 -0.2 0.5 -0.3 -0.28
O -3.8389 3.6184 2.5609 0.3 -0.3 0.0 -0.25
O 9.2304 -5.0845 -2.0199 0.0 -0.2 -0.1 -0.47
O 0.7506 2.6783 0.0346 -3.7 -2.8 -1.8 -0.55
O -2.7655 1.5376 4.5215 -0.1 0.2 0.1 -0.48
N -0.0349 -3.6444 0.2815 -1.4 1.1 -1.9 -0.65
C 9.8299 -6.5475 -5.4908 -0.4 -0.2 -0.1 -0.83
C 9.9526 -7.1919 -3.1981 -0.4 0.1 0.1 -0.47
C -9.0607 5.8953 -0.4380 -0.1 0.1 0.0 -0.26
C 5.9224 0.7199 -1.3371 -1.4 -3.3 2.2 -0.56
C -7.4697 4.1515 -2.4738 0.0 0.0 0.4 -0.53
C -0.1607 1.9331 -0.3999 3.4 0.8 3.3 0.18
C 8.3510 -4.5164 -2.9887 -0.2 0.1 -0.1 -0.37
C -6.9534 5.1039 -1.3913 0.1 -0.2 0.0 0.00
C 5.1468 -1.8263 0.3438 0.5 2.6 -1.7 0.51
C 4.0837 -0.6745 0.1776 3.3 0.0 -1.1 0.29
C -9.7133 3.4957 -2.9533 0.1 -0.3 0.2 -0.85
C -7.4207 3.7113 1.8313 -0.1 -0.3 -0.1 -0.76
C -3.4364 3.4344 6.0389 0.1 0.1 -0.4 -0.50
C -3.9139 1.4394 3.6838 -0.1 0.0 -0.1 -0.44
C 4.8278 -3.1450 1.2288 1.2 1.0 -0.2 -1.22
C 4.5456 0.5485 -0.6585 1.5 -1.4 0.3 -0.33
C -3.8717 2.2103 2.3613 0.0 0.1 0.4 0.17
C 6.9509 -0.4265 -1.1915 -3.4 0.3 1.4 -0.60
C 9.3470 -6.5042 -1.9727 0.0 0.0 0.1 -0.27
C -0.4718 0.4763 0.2231 -0.9 2.1 -1.7 -0.29
C -5.8097 3.2044 6.1035 0.0 0.4 -0.3 -0.71
C 6.8610 -4.8365 -2.8407 0.3 -0.1 -0.1 -0.14
C -2.7969 4.2835 1.8675 -0.2 0.2 -0.1 -0.93
C 6.5505 -1.6539 -0.3443 -2.0 1.8 -0.3 -0.46
C 5.8274 -6.8213 -2.0115 -0.1 -0.1 -0.3 -0.82
C -9.0331 5.2245 0.9366 0.0 -0.2 -0.4 -0.50
C 2.6355 -0.6963 0.8365 2.0 0.2 0.7 -0.36
C -2.4372 2.8167 5.0586 0.2 0.0 0.0 -0.22
B 0.4103 -2.7121 -0.8004 -0.2 -1.5 -0.6 0.71
H -9.7479 4.4425 -3.5024 0.1 0.0 0.0 0.41
H 8.3923 -6.9515 -1.7006 -0.1 -0.1 -0.3 0.06
H -6.0398 5.5610 -1.7797 -0.1 0.1 -0.1 0.42
H 10.0188 -8.2661 -2.9918 0.1 0.0 0.2 0.37
H -10.6348 3.4102 -2.3725 0.1 -0.1 0.0 0.23
H 3.7830 1.4066 -0.7673 1.4 -1.5 0.2 0.29
H 6.0899 1.6814 -1.9334 -0.1 -1.7 1.0 0.30
H -3.0191 1.8670 1.7636 0.0 0.1 0.1 -0.07
H 2.5823 0.2322 1.5269 0.0 -1.3 -1.1 0.33
H -2.5134 5.1653 2.4469 -0.1 0.0 0.0 0.26
H 6.3107 -4.2812 -3.6063 0.1 0.2 0.1 0.39
H -6.2320 3.9705 6.7632 -0.1 -0.2 0.1 0.28
H -0.6957 -3.1022 0.8752 0.8 -0.8 -0.1 0.24
H -0.5671 -4.4057 -0.1920 0.5 0.4 0.7 0.23
H -7.6593 4.7133 -3.3960 -0.1 0.0 0.1 0.33
H 9.1344 -5.9286 -6.0636 0.0 -0.1 0.0 0.24
H 6.5088 -4.4947 -1.8605 0.0 -0.1 0.0 0.05
H 7.9632 -0.3110 -1.7176 -1.6 -0.5 1.1 0.29
H -2.1915 3.5100 4.2561 -0.2 0.1 0.0 -0.01
H -3.5572 2.7747 6.9058 -0.1 0.0 -0.1 0.37
H 6.1083 -7.8761 -1.9596 0.0 0.0 -0.1 0.24
H 7.3142 -2.4993 -0.2016 -1.2 1.4 -0.2 0.28
H -8.5149 5.8728 1.6522 0.1 -0.1 -0.1 0.32
H -6.8997 4.6320 2.1042 0.0 0.0 0.0 0.43
H 10.1490 -7.3844 -6.1218 0.2 0.1 0.0 0.26
H -4.7850 1.9861 1.8008 0.0 -0.3 0.0 0.32
H 4.0431 -3.8167 0.7457 0.9 1.0 0.8 0.21
H -6.6454 4.5576 -0.5009 -0.2 -0.2 0.0 -0.15
H -6.6905 3.0356 1.3798 -0.1 0.0 0.0 0.17
H 4.7594 -6.7562 -2.2475 0.0 0.0 0.2 0.27
H -4.0001 0.3794 3.4314 0.2 0.0 0.0 0.49
H -9.6868 5.3410 -1.1353 0.0 -0.3 0.1 0.04
H -1.4521 0.1422 -0.2680 1.3 0.3 1.0 0.32
H 8.4558 -3.4343 -2.8777 0.0 0.0 0.2 0.49
H 1.3010 -3.5471 -2.4230 -0.8 0.5 0.0 0.26
H -1.5003 2.6689 5.6060 -0.1 -0.1 0.1 0.45
H -10.0664 5.1041 1.2816 -0.1 0.3 0.0 0.37
H 2.5723 -1.6164 1.5325 0.1 1.3 -1.1 0.25
H -0.5072 0.5242 1.3618 0.0 0.2 -1.5 0.24
H 10.0118 -6.7120 -1.1272 0.1 0.1 -0.1 0.43
H -4.8158 1.6749 4.2480 0.0 0.2 -0.1 0.05
H -7.8312 3.2300 2.7259 0.1 0.1 0.1 0.28
H 8.7030 -4.7377 -3.9956 -0.1 -0.2 0.0 0.06
H -6.6884 3.4146 -2.6849 0.2 0.2 0.0 0.39
H -5.5745 2.3034 6.6755 0.1 0.0 0.0 0.40
H 10.9700 -6.8196 -3.3635 -0.1 0.1 -0.1 0.34
H -9.6650 2.6562 -3.6561 -0.1 0.1 -0.1 0.28
H -6.5623 2.9394 5.3559 0.0 0.1 0.0 0.08
H 10.6897 -5.9271 -5.2257 0.0 0.0 0.1 0.40
H 5.8181 -3.7259 1.3282 -1.5 0.7 -0.3 0.33
H -3.1578 4.6120 0.8866 0.2 -0.1 0.0 0.19
H 6.0226 -6.3722 -1.0321 0.0 0.1 -0.1 0.39
H -9.5586 6.8630 -0.3131 0.2 0.0 0.1 0.43
H -3.0244 4.3846 6.3964 0.2 -0.1 0.1 0.36
H -1.9063 3.6580 1.7489 -0.1 0.0 -0.1 0.48
H 4.5537 -2.8389 2.3098 0.1 -0.5 -1.9 0.37

3.
58
Properties=species:S:1:pos:R:3:forces:R:3:mulliken_charge:R:1 method="wB97M-V/def2-TZVPD" e_homo_ev=-9.24 smiles="NC(N)=O.NC(N)=O.OCCO.OCCO.OCCO.O.O.O.O" homo_lumo_gap_ha=0.341 lumo_ha=0.00171 spin_multiplicity=1 relative_energy_ev=0.105 total_charge=0
O -0.6661 1.7659 -0.5297 0.3 0.7 -0.8 -0.80
O -0.4864 -1.2142 4.7286 0.8 -0.4 -0.1 -0.77
O 2.6158 -0.9426 -1.2881 0.3 0.5 0.7 -0.51
O 0.8385 2.7675 -4.1393 0.5 0.1 0.2 -0.52
O -5.1954 0.6641 1.8118 0.5 0.3 -0.3 -0.51
O 2.2014 2.2291 2.5274 -0.1 -0.1 0.1 -0.65
O -3.0622 -0.8168 3.5626 -0.8 -0.4 0.0 -0.61
O 0.4587 0.4224 -2.4589 0.2 0.3 0.1 -0.07
O 3.9480 1.6514 -1.4490 -0.1 0.0 -0.2 -0.63
O 1.1190 -0.0136 1.1114 0.1 -0.5 -0.2 -0.53
O 1.2414 -3.6878 -1.1380 -0.1 0.5 -0.1 -0.54
O -1.1579 -1.7314 -1.5761 0.0 0.2 0.1 -0.69
N -0.3527 -3.4793 4.6901 -0.2 -0.4 0.9 -0.39
N -0.6941 4.0480 -0.7156 0.6 0.0 0.1 -0.42
N -2.3148 2.7762 -1.6814 -0.3 -0.3 -0.7 -0.37
N 0.6977 -2.3020 3.0769 0.6 0.2 -0.6 -0.15
C -2.8572 0.1081 2.5102 1.1 -0.1 0.9 0.22
C 2.3603 -3.2053 -0.4020 0.3 -1.0 0.3 0.03
C -1.1542 2.8102 -1.0025 -0.7 0.0 1.8 0.61
C -0.0180 0.5809 -3.7830 0.2 -1.0 -0.2 -0.29
C 3.1901 -2.2354 -1.2038 -1.3 -0.1 -0.3 -0.65
C 0.8903 1.4264 -4.6628 -1.2 1.2 -0.1 -0.60
C -3.9777 1.1093 2.4111 -0.7 0.4 1.0 -0.65
C -0.0438 -2.2444 4.2141 -1.1 0.6 -0.5 0.64
H -0.8892 -3.5484 5.5364 -0.1 0.2 -0.1 0.22
H -0.6883 -0.8929 -1.7298 0.0 -0.3 0.0 0.38
H 1.6906 -0.4797 0.4744 0.0 0.4 0.0 0.33
H -2.2993 -0.8121 4.1526 0.2 0.0 -0.1 0.37
H 0.4853 1.4761 -5.6783 0.0 -0.4 0.0 0.38
H 0.0975 4.1327 -0.1000 0.0 -0.2 0.0 0.25
H -2.6128 -0.4304 1.5890 -0.5 0.1 -0.3 0.16
H 1.9404 -0.7965 -1.9652 -0.2 -0.4 -0.1 0.11
H -1.9300 0.6312 2.7766 -0.1 0.4 -0.3 0.17
H 0.7758 -3.1916 2.6211 0.1 -0.1 0.1 0.14
H -0.1458 -0.4314 -4.1804 0.3 0.0 -0.2 0.38
H -1.0411 0.9658 -3.7728 0.1 0.5 -0.1 0.28
H -1.2340 4.8761 -0.8798 0.0 0.0 -0.2 0.16
H -4.3404 1.3801 3.4060 0.4 -0.4 0.3 0.32
H 1.9371 1.1484 -4.7676 0.0 -0.3 0.5 0.25
H -2.8546 3.5961 -1.8856 0.1 0.0 -0.1 0.16
H 1.8189 2.4047 3.3928 0.1 0.0 0.0 0.30
H -5.0755 0.5912 0.8646 0.1 -0.1 -0.2 0.29
H 0.1771 3.2742 -4.6137 0.0 -0.1 -0.1 0.29
H 4.1394 -2.1738 -0.6750 0.2 0.3 -0.4 0.36
H -3.5789 2.0774 2.0843 -0.2 -0.1 -1.0 0.26
H 0.8994 -1.5141 2.4624 -0.5 0.2 0.6 0.20
H -0.4926 -2.3208 -1.1984 0.0 0.0 -0.1 0.31
H 1.8829 1.3404 2.2929 0.1 0.2 -0.2 0.36
H 0.4742 0.4491 0.5554 0.0 0.1 0.2 0.30
H 3.3189 2.3645 -1.5961 0.0 0.0 0.0 0.32
H 0.0860 1.1029 -1.8377 0.4 -0.5 -0.4 0.01
H -0.2206 -4.3243 4.1721 0.2 0.0 -0.1 0.16
H 1.0265 -4.5805 -0.8591 0.0 0.0 0.1 0.27
H 2.0552 -2.8147 0.5739 0.0 0.3 -0.1 -0.20
H 3.4200 0.8408 -1.5111 0.1 0.0 0.2 0.40
H -2.6815 1.8715 -1.9150 -0.1 0.0 0.1 0.24
H 3.2396 -2.6575 -2.2097 0.6 -0.1 0.0 0.36
H 3.0390 -4.0410 -0.1934 0.0 -0.1 0.1 0.54